DFT (ωB97M-V/def2-TZVPD) results for 3 unconnected molecules or ions with the total composition C5H16NO2 at a distorted geometry.

The geometry in ORCA input format:
```
! wB97M-V def2-TZVPD RIJCOSX def2/J DEFGRID3
* xyz 1 1
C 0.369 0.095 -0.653
C 0.401 -0.771 0.687
C 0.301 -2.142 0.155
C -2.123 -2.160 -0.373
C -0.912 -2.689 -0.555
N 0.187 1.607 -0.341
H 1.428 0.043 -1.119
H -0.416 -0.177 -1.390
H -0.432 -0.425 1.197
H 1.380 -0.556 1.192
H 1.237 -2.315 -0.589
H 0.510 -2.792 0.983
H -2.351 -1.314 0.242
H -3.049 -2.512 -0.950
H -0.766 -3.650 -1.148
H 1.164 2.057 -0.252
H -0.470 1.809 0.558
H -0.242 2.138 -1.028
H 2.832 0.956 2.483
H 3.735 0.984 1.255
O 2.892 1.331 1.597
H -2.124 3.010 -1.176
H -1.999 4.032 -0.143
O -1.552 3.442 -0.630
*
```

Kohn-Sham gap = 9.6 eV
E_HOMO = -12.804 eV
LUMO = -0.117 Ha

***

DFT (ωB97M-V/def2-TZVPD) results for C3H4O2 in the gas phase at a distorted geometry.

The geometry in ORCA input format:
```
! wB97M-V def2-TZVPD RIJCOSX def2/J DEFGRID3
* xyz 0 1
O 1.940 -0.646 0.331
C 1.029 -0.490 -0.368
C -0.024 0.692 -0.255
C -1.082 -0.182 0.497
O -2.005 -0.805 -0.138
H 0.809 -1.236 -1.068
H -0.183 1.074 -1.258
H 0.471 1.405 0.623
H -0.955 0.188 1.637
*
```

Kohn-Sham gap = 9.8 eV
SMILES string = O=CCC=O
E_HOMO = -9.974 eV
LUMO = -0.007 Ha

***

DFT (ωB97M-V/def2-TZVPD) results for 2 unconnected molecules or ions with the total composition C4H8O2 at a distorted geometry.

The geometry in ORCA input format:
```
! wB97M-V def2-TZVPD RIJCOSX def2/J DEFGRID3
* xyz 0 1
C -1.235 -0.794 -1.270
C -2.168 -0.282 -0.460
O -1.925 0.492 0.635
H -1.626 -1.473 -2.014
H -0.190 -0.553 -1.143
H -3.218 -0.505 -0.599
H -1.012 0.384 0.921
C 1.345 1.305 0.251
C 1.769 0.215 0.876
O 2.247 -0.928 0.295
H 1.348 2.258 0.765
H 1.100 1.330 -0.801
H 1.854 0.230 1.968
H 1.713 -1.678 0.577
*
```

Kohn-Sham gap = 9.8 eV
SMILES string = C=CO.C=CO
E_HOMO = -9.083 eV
LUMO = 0.025 Ha

***

DFT (ωB97M-V/def2-TZVPD) results for C18H19ClN4S in the gas phase at a distorted geometry.

The geometry in ORCA input format:
```
! wB97M-V def2-TZVPD RIJCOSX def2/J DEFGRID3
* xyz 0 1
C 0.611 -0.448 -2.623
C 1.633 0.661 -2.388
N 1.579 1.145 -1.034
C 2.357 0.825 0.049
C 3.522 -0.109 0.039
N 3.198 -1.455 -0.373
C 2.203 -2.203 0.218
C 1.762 -3.367 -0.420
C 0.794 -4.168 0.149
C 0.245 -3.810 1.369
Cl -0.981 -4.805 2.083
C 0.668 -2.663 2.019
C 1.642 -1.864 1.452
N 1.930 1.459 1.103
N 0.872 2.206 0.757
C 0.658 2.013 -0.517
S -0.574 2.752 -1.485
C -1.566 3.530 -0.146
C -2.534 2.548 0.425
C -2.173 1.759 1.511
C -3.060 0.825 2.016
C -4.312 0.672 1.445
C -4.676 1.454 0.362
C -3.789 2.385 -0.149
H 0.702 -0.824 -3.638
H 0.760 -1.269 -1.924
H -0.395 -0.060 -2.486
H 2.648 0.305 -2.583
H 1.424 1.503 -3.055
H 4.299 0.272 -0.629
H 3.924 -0.120 1.057
H 3.384 -1.688 -1.336
H 2.192 -3.645 -1.373
H 0.463 -5.063 -0.354
H 0.236 -2.391 2.969
H 1.953 -0.971 1.968
H -0.843 3.875 0.590
H -2.068 4.369 -0.627
H -1.193 1.879 1.948
H -2.771 0.215 2.859
H -5.003 -0.058 1.841
H -5.651 1.338 -0.088
H -4.071 2.991 -0.999
*
```

Kohn-Sham gap = 8.5 eV
SMILES string = CCn1c(CNc2ccc(Cl)cc2)nnc1SCc1ccccc1
E_HOMO = -7.994 eV
LUMO = 0.018 Ha

***

DFT (ωB97M-V/def2-TZVPD) results for 2 unconnected molecules or ions with the total composition Br2IOP at a distorted geometry.

The geometry in ORCA input format:
```
! wB97M-V def2-TZVPD RIJCOSX def2/J DEFGRID3
* xyz 0 1
O -0.374 -0.749 0.463
P 0.207 0.043 -0.557
Br 2.978 -1.686 -0.564
Br 1.088 1.992 0.104
I -1.200 0.988 -2.454
*
```

Kohn-Sham gap (spin up / spin down) = 5.5 / 5.5 eV
E_HOMO (spin up / spin down) = -9.913 / -9.914 eV
LUMO (spin up / spin down) = -0.162 / -0.162 Ha

***

DFT (ωB97M-V/def2-TZVPD) results for a molecular structure, C24H29BrF6LaN4O2P at a distorted geometry.

The geometry in ORCA input format:
```
! wB97M-V def2-TZVPD RIJCOSX def2/J DEFGRID3
* xyz 1 2
La -0.740 -0.295 0.326
Br -2.262 -2.767 3.545
C -1.346 -1.169 3.971
C -1.425 -0.801 5.304
C -0.804 0.362 5.711
C -0.139 1.123 4.772
C -0.140 0.699 3.463
N -0.724 -0.451 3.030
C 0.548 1.598 2.459
O 1.377 2.378 2.836
O 0.143 1.418 1.211
H -1.974 -1.424 5.995
H -0.846 0.670 6.750
H 0.374 2.043 5.016
N -1.747 2.225 -0.741
C -0.670 3.010 -1.249
C -0.318 4.213 -0.660
C 0.769 4.932 -1.135
C 1.502 4.458 -2.214
C 1.139 3.260 -2.803
C 0.059 2.520 -2.321
C -0.310 1.218 -2.945
C -0.271 1.048 -4.335
C -0.614 -0.157 -4.940
C -1.025 -1.242 -4.177
C -1.097 -1.115 -2.794
C -0.683 0.077 -2.260
H -2.416 1.959 -1.450
H -2.229 2.672 0.024
H -0.900 4.588 0.177
H 1.037 5.871 -0.665
H 2.355 5.013 -2.587
H 1.718 2.873 -3.638
H 0.000 1.907 -4.939
H -0.589 -0.238 -6.020
H -1.308 -2.182 -4.637
H -1.443 -1.961 -2.201
C 2.476 -0.054 -1.793
N 2.196 -0.418 -0.393
C 2.917 0.530 0.478
C 2.689 -1.784 -0.171
C 1.645 -2.820 -0.482
N 0.536 -2.820 0.494
C -0.409 -3.877 0.095
C 1.087 -3.146 1.823
H 3.554 -0.101 -1.987
H 2.138 0.959 -1.985
H 1.970 -0.730 -2.483
H 3.993 0.515 0.268
H 2.769 0.266 1.526
H 2.541 1.540 0.331
H 3.028 -1.882 0.859
H 3.564 -1.978 -0.802
H 2.114 -3.811 -0.486
H 1.235 -2.654 -1.484
H 0.063 -4.864 0.153
H -0.729 -3.715 -0.936
H -1.284 -3.863 0.740
H 1.843 -3.937 1.736
H 0.296 -3.496 2.470
H 1.547 -2.275 2.288
F -2.603 -1.664 0.581
P -3.938 -0.558 0.558
F -3.268 -0.094 -0.856
F -2.836 0.514 1.267
F -5.011 0.568 0.484
F -4.333 -1.038 1.988
F -4.795 -1.647 -0.159
*
```

Kohn-Sham gap (spin up / spin down) = 8.6 / 6.3 eV
E_HOMO (spin up / spin down) = -11.390 / -11.376 eV
LUMO (spin up / spin down) = -0.104 / -0.186 Ha

***

DFT (ωB97M-V/def2-TZVPD) results for 2 unconnected molecules or ions with the total composition CH5O2PS at a distorted geometry.

The geometry in ORCA input format:
```
! wB97M-V def2-TZVPD RIJCOSX def2/J DEFGRID3
* xyz 0 1
P 1.437 -0.795 0.009
S 1.938 1.037 0.180
H 2.608 -1.475 -0.047
H 0.896 -1.135 1.276
H 0.648 -1.367 -1.040
O -1.091 -0.583 -0.272
C -1.778 0.440 -0.236
O -1.379 1.630 -0.026
H -2.800 0.386 -0.185
H -0.478 1.862 0.340
*
```

Kohn-Sham gap = 9.6 eV
SMILES string = [PH3]=S.O=CO
E_HOMO = -8.900 eV
LUMO = 0.027 Ha

***

DFT (ωB97M-V/def2-TZVPD) results for 2 unconnected molecules or ions with the total composition C3ClF2O2 at a distorted geometry.

The geometry in ORCA input format:
```
! wB97M-V def2-TZVPD RIJCOSX def2/J DEFGRID3
* xyz -1 1
C 0.237 0.609 0.147
C -0.695 0.882 -0.738
C 0.607 -1.362 0.840
O 0.677 -1.256 2.042
O 0.676 -2.003 -0.108
F 1.231 1.542 0.587
F -1.108 2.080 -1.383
Cl -1.625 -0.490 -1.386
*
```

Kohn-Sham gap = 8.2 eV
E_HOMO = -4.472 eV
LUMO = 0.137 Ha

***

| no. | energy (Ha) |
| --- | --- |
| 1 | -405.0295 |
| 2 | -267.1032 |
| 3 | -307.6142 |
| 4 | -1774.7264 |
| 5 | -5862.2898 |
| 6 | -4847.7210 |
| 7 | -931.0845 |
| 8 | -924.7216 |